The following is a DFT calculation (ωB97M-V/def2-TZVPD) of C27H43AlBF9N3O5S as an isolated structure in a non-equilibrium geometry.

HOMO: -0.6011 hartree
Total charge: +3
Strongest force on any atom: 8.6 eV Å⁻¹

```
90
Properties=species:S:1:pos:R:3:lowdin_charge:R:1
C 2.0784 -4.5304 -0.1904 -0.06
N 1.6312 -3.7116 -1.4172 -0.13
C 2.0240 -4.6156 -2.5938 -0.08
C 0.1379 -3.4743 -1.3670 -0.23
O -0.6726 -4.5353 -1.3593 0.04
C -0.5981 -1.9875 -1.3540 -0.01
C -0.4936 -1.2394 0.1395 -0.19
O 0.8011 -1.6421 0.6917 -0.14
C 0.9189 -1.4109 2.1349 -0.18
C 2.5438 -1.5965 2.4884 -0.02
C 3.5281 -0.7160 1.5208 -0.16
O 4.1698 0.3274 2.1056 0.02
C 3.8624 -0.9879 -0.0595 0.07
C 3.2777 0.0561 -1.2038 0.13
C 3.5065 -0.0763 -2.8226 0.01
C 4.3914 -1.3331 -3.3998 0.08
C 5.0371 -2.3728 -2.2935 0.07
C 4.7953 -2.2340 -0.6439 0.06
B 0.1655 -2.5764 3.0710 -0.39
N -0.7947 -2.0061 4.1434 0.11
O 0.3653 -4.0309 2.9229 0.06
C -0.6836 0.3584 -0.1539 -0.27
C -2.2267 0.7509 0.3433 -0.10
C -3.2717 0.0247 -0.7424 -0.25
C -4.6713 0.8830 -0.7081 -0.19
C -5.9474 0.0237 -1.2788 -0.08
C -7.3337 0.9201 -1.3923 -0.19
F -6.9073 2.1582 -2.1533 -0.02
F -8.3609 0.2920 -2.3063 0.03
C -7.9306 1.4658 0.0168 -0.21
F -7.0317 2.4926 0.6652 0.00
F -9.1890 2.2326 -0.3177 0.03
S -8.3586 0.2214 1.3198 1.08
F -10.0374 0.5644 1.0142 -0.18
F -8.3549 1.5308 2.4797 -0.19
F -6.7383 -0.0859 1.7776 -0.20
F -8.4586 -1.1075 0.2553 -0.17
F -8.8560 -0.8262 2.5847 -0.16
O 0.3553 1.2360 0.4008 -0.17
C 0.2030 2.6315 -0.0987 -0.19
C 1.5614 3.5397 0.0194 -0.17
C 2.2067 3.6397 1.5230 -0.18
C 3.8275 3.4430 1.3773 -0.24
C 4.6583 4.7889 0.9471 -0.16
C 5.6321 4.4219 -0.3203 -0.23
N 6.4234 3.1411 -0.1732 0.08
H 2.9313 -4.0147 0.4226 0.08
H 1.1500 -4.6490 0.5120 0.11
H 2.4446 -5.6097 -0.4684 0.12
H 3.2108 -4.7263 -2.5252 0.11
H 1.5840 -5.7020 -2.4705 0.14
H 1.8005 -4.1227 -3.6313 0.11
H -1.7001 -2.0481 -1.7491 0.13
H 0.0110 -1.3361 -2.1478 0.13
H -1.4360 -1.6041 0.7280 0.17
H 0.6470 -0.3260 2.4817 0.16
H 2.8116 -2.7276 2.3355 0.13
H 2.7363 -1.3340 3.6368 0.18
H 2.6496 0.9615 -0.8111 0.09
H 2.9807 0.7477 -3.5054 0.13
H 4.5116 -1.4183 -4.5685 0.14
H 5.6976 -3.2635 -2.6912 0.14
H 5.2735 -2.9955 0.1190 0.14
H -0.7020 -0.9457 4.1463 0.08
H -1.7874 -2.1529 3.7987 0.10
H -0.5013 -4.4762 3.2294 0.15
H -0.6927 0.5586 -1.3305 0.02
H -2.3875 0.2983 1.4166 0.15
H -2.4595 1.8953 0.2733 0.12
H -2.7563 -0.0213 -1.8031 -0.09
H -3.4026 -1.1104 -0.4075 0.15
H -4.4726 1.8873 -1.3057 0.11
H -4.8960 1.0993 0.4420 0.14
H -6.0875 -0.9956 -0.7035 0.14
H -5.6646 -0.2859 -2.3967 0.15
H -0.1243 2.6635 -1.2457 0.09
H -0.6569 3.2247 0.4764 0.15
H 2.3580 3.1404 -0.7706 0.10
H 1.2916 4.6583 -0.2991 0.15
H 1.8075 2.6915 2.1222 0.12
H 1.9022 4.5925 2.1326 0.14
H 3.9835 2.5280 0.6265 0.08
H 4.2275 3.0352 2.4253 0.13
H 3.8925 5.6523 0.7513 0.13
H 5.3854 5.0456 1.8585 0.14
H 4.9801 4.3043 -1.3018 0.14
H 6.4269 5.3003 -0.3978 0.16
H 7.2869 3.1733 -0.7827 0.12
H 6.6973 2.9383 0.8131 0.11
Al -2.1374 1.4226 -3.0274 1.10
```

---

The following is a DFT calculation (ωB97M-V/def2-TZVPD) of C5H9NOS as an isolated structure in a non-equilibrium geometry.

ΔE to the lowest compared entry with this formula, charge and spin: 429.0 kJ/mol
HOMO: -0.3122 hartree
Strongest force on any atom: 4.1 eV Å⁻¹

```
17
Properties=species:S:1:pos:R:3:nbo_charge:R:1
C 0.7263 0.0869 -0.0091 -0.22
C 0.0877 -0.9553 0.8907 -0.25
C -1.4400 -0.4330 -0.9040 -0.23
C -0.4017 0.6264 -0.9440 0.06
C 0.7502 1.5635 0.4960 -0.09
H 2.8727 -0.9385 0.5369 0.13
H 0.8805 -1.7651 1.0931 0.22
H -0.4323 -0.3567 1.6779 0.21
H -1.9459 -1.9124 0.4846 0.40
H -2.5271 0.3735 -0.8534 0.17
H -1.5201 -1.0890 -1.8298 0.21
H -0.0368 1.0970 -1.9079 0.22
H 1.5605 2.3188 0.0363 0.22
H 0.8739 1.4456 1.6491 0.19
N -1.0867 -1.3890 0.1163 -0.67
O -0.7120 1.7102 0.0553 -0.55
S 2.3506 -0.3829 -0.5879 -0.02
```

---

The following is a DFT calculation (ωB97M-V/def2-TZVPD) of C23H27BrN4O11P2S5Ti as an isolated structure in a non-equilibrium geometry.

ΔE to the lowest compared entry with this formula, charge and spin: 140.8 kJ/mol
HOMO: -0.0409 hartree
Total charge: -2
Strongest force on any atom: 1.0 eV Å⁻¹

```
74
Properties=species:S:1:pos:R:3:lowdin_charge:R:1
Ti 0.5883 0.5775 -0.5979 0.91
O 2.7065 -0.7638 2.3505 0.03
C 3.6399 0.1836 2.6348 -0.27
C 4.8321 -0.1353 3.2719 -0.02
C 5.7305 0.8640 3.6160 -0.11
C 5.4401 2.1903 3.3356 -0.11
C 4.2556 2.4993 2.6788 -0.03
C 3.3497 1.5168 2.3065 -0.09
C 2.1366 1.8729 1.4656 -0.37
O 2.2250 1.2706 0.2060 -0.32
N 0.8782 1.4875 2.1344 0.05
N 0.0791 0.8342 1.1538 -0.28
C -1.2957 0.7873 1.3491 -0.26
C -2.0207 -0.3567 1.5842 -0.57
Br -0.8753 -1.9183 2.0652 0.72
C -3.3843 -0.5569 1.4485 -0.18
C -4.2781 -1.4878 2.0678 -0.26
C -5.5841 -1.6220 1.5349 -0.07
C -6.5162 -2.4882 2.0697 -0.14
C -6.2085 -3.2768 3.1768 -0.15
C -4.9404 -3.1483 3.7329 -0.13
C -4.0019 -2.2764 3.2080 -0.09
H 3.1123 -1.5934 2.0559 0.10
H 5.0455 -1.1740 3.4951 0.11
H 6.6585 0.6003 4.1094 0.09
H 6.1339 2.9754 3.6088 0.09
H 4.0311 3.5280 2.4200 0.11
H 2.1194 2.9600 1.3150 0.13
H 1.0672 0.7812 2.8411 0.10
H -1.8398 1.7291 1.3484 0.10
H -3.8377 0.1286 0.7390 0.09
H -5.8451 -1.0206 0.6701 0.10
H -7.4996 -2.5525 1.6150 0.08
H -6.9369 -3.9594 3.5974 0.07
H -4.6762 -3.7345 4.6076 0.09
H -3.0388 -2.1889 3.6881 0.05
C 2.9038 -3.2174 -3.0645 -0.07
C 3.0674 -1.8102 -2.5196 -0.56
O 4.3719 -1.3117 -2.8914 -0.08
P 1.8803 -0.6384 -3.2729 0.50
O 0.5537 -1.3820 -3.6341 -0.10
O 2.5284 -0.3848 -4.7035 -0.10
O 1.7432 0.6232 -2.4697 -0.34
P 2.8498 -1.7407 -0.6828 0.35
O 3.8478 -0.5418 -0.3542 -0.17
O 3.2586 -2.9913 -0.0093 -0.28
O 1.4049 -1.2667 -0.5230 -0.39
H 3.0241 -3.2278 -4.1499 0.08
H 1.9154 -3.6050 -2.8193 0.08
H 3.6546 -3.8578 -2.6030 0.08
H 4.6444 -0.7449 -2.1493 0.08
H -0.1154 -1.3283 -2.9029 0.05
H 3.4926 -0.3789 -4.5861 0.08
H 3.3062 0.3010 -0.1210 0.04
N -1.2737 -2.4885 -1.5244 0.02
N -2.4071 -1.6493 -1.5559 0.01
C -2.1562 -0.2748 -1.6235 -0.66
O -3.0879 0.5027 -1.5788 0.03
O -0.8924 0.0276 -1.7849 -0.20
H -1.5573 -3.4102 -1.8229 0.08
H -0.8649 -2.5332 -0.5923 0.02
H -3.1212 -1.8221 -0.8554 0.12
C -2.7694 5.1542 -0.5385 -0.41
S -3.2602 3.4576 -0.9313 0.82
C -2.2909 3.2390 -2.3766 -1.01
C -0.9570 3.0483 -2.4171 -1.08
S 0.1384 3.0526 -1.0643 0.63
S -0.3129 2.8344 -4.0346 0.93
C -1.7654 3.0391 -4.9277 -1.52
S -1.8454 3.0580 -6.5888 0.41
S -3.1233 3.2644 -3.9080 0.90
H -3.3113 5.4421 0.3632 0.02
H -3.0258 5.8402 -1.3454 0.03
H -1.6985 5.1891 -0.3406 0.01
```

---

For each record above, in turn, the calculated gap between HOMO and LUMO values are 2.5163, 9.2540, 5.3073 eV.